Entry 1:
ORCA calculation (the ωB97M-V functional and the def2-TZVPD basis) on a molecular structure, C22H24N2O9P3PdS3 in a non-equilibrium geometry.

Last column: natural (NBO) charge in e.
Cartesian coordinates (Å):
Pd (-0.886, 0.976, 0.673)  1.193
O (-2.175, 5.170, 1.306)  -0.987
P (-1.700, 3.639, 1.437)  2.517
O (-2.219, 2.809, 0.262)  -1.173
O (-0.250, 3.659, 1.711)  -1.139
O (-2.559, 3.125, 2.730)  -1.093
P (-2.743, 1.531, 2.965)  2.551
O (-3.727, 1.125, 1.758)  -1.036
O (-3.367, 1.197, 4.250)  -1.126
O (-1.367, 0.917, 2.673)  -1.154
H (-3.006, 5.221, 0.821)  0.491
H (-3.511, 1.677, 0.977)  0.526
O (-0.689, 0.994, -1.278)  -0.781
C (-0.290, -0.056, -2.097)  0.096
C (-1.105, -1.309, -1.826)  -0.163
C (-0.813, -2.627, -2.006)  -0.291
C (-1.911, -3.478, -1.697)  -0.274
C (-3.009, -2.779, -1.297)  -0.453
S (-2.720, -1.090, -1.287)  0.509
C (1.202, -0.338, -1.990)  -0.105
C (1.863, -1.104, -1.079)  -0.294
C (3.276, -1.007, -1.190)  -0.261
C (3.663, -0.165, -2.187)  -0.445
S (2.316, 0.506, -3.001)  0.448
C (-0.624, 0.411, -3.512)  -0.198
C (-0.578, -0.264, -4.695)  -0.272
C (-0.944, 0.552, -5.798)  -0.266
C (-1.260, 1.821, -5.414)  -0.452
S (-1.127, 2.034, -3.721)  0.531
H (0.155, -2.975, -2.337)  0.227
H (-1.883, -4.557, -1.771)  0.211
H (-3.970, -3.170, -1.000)  0.229
H (1.338, -1.671, -0.324)  0.253
H (3.973, -1.537, -0.554)  0.213
H (4.667, 0.086, -2.490)  0.230
H (-0.294, -1.305, -4.767)  0.222
H (-0.975, 0.209, -6.823)  0.210
H (-1.578, 2.638, -6.043)  0.225
N (6.763, 2.743, 1.037)  -0.326
C (5.651, 2.453, 1.008)  0.292
C (4.266, 2.080, 0.978)  -0.167
C (3.789, 1.091, 1.834)  -0.221
C (2.452, 0.749, 1.742)  0.061
N (1.613, 1.322, 0.890)  -0.422
C (2.065, 2.277, 0.088)  0.065
C (3.390, 2.687, 0.088)  -0.153
H (4.445, 0.605, 2.543)  0.223
H (2.028, -0.021, 2.377)  0.198
H (1.335, 2.724, -0.575)  0.234
H (3.731, 3.457, -0.589)  0.221
C (-0.271, -3.676, 1.923)  -1.008
P (-0.770, -1.965, 2.243)  1.986
C (-0.005, -1.537, 3.820)  -1.026
C (-2.546, -2.058, 2.517)  -1.021
O (-0.317, -1.136, 1.072)  -1.136
H (-0.536, -4.335, 2.751)  0.231
H (0.808, -3.707, 1.765)  0.240
H (-0.768, -4.010, 1.011)  0.257
H (-0.505, -2.069, 4.630)  0.242
H (-0.118, -0.463, 3.966)  0.302
H (1.049, -1.818, 3.808)  0.229
H (-2.766, -2.924, 3.144)  0.231
H (-3.035, -2.179, 1.550)  0.260
H (-2.918, -1.158, 3.001)  0.289

Computed properties:
- charge = -1
- total energy (eV) = -108473.779
- E_HOMO (eV) = -5.92
- molecular weight (g/mol) = 755.982
- maximum force (Eh/bohr) = 0.021
- energy above the lowest of the compared OMol25 structures with the same formula, charge and spin (kJ/mol) = 68.2
- LUMO (eV) = 2.25

---

Entry 2:
ORCA calculation (the ωB97M-V functional and the def2-TZVPD basis) on 3 unconnected molecules or ions with the total composition C22H24N3O9 in a non-equilibrium geometry.

Last column: natural (NBO) charge in e.
Cartesian coordinates (Å):
C (1.489, 1.192, -4.484)  -0.613
C (0.597, 1.187, -3.248)  -0.222
N (0.351, -0.156, -2.741)  -0.497
C (-0.349, -0.143, -1.450)  -0.212
C (0.651, 0.152, -0.338)  -0.439
C (0.052, 0.237, 1.032)  0.039
C (0.656, -0.338, 2.132)  -0.111
C (0.049, -0.216, 3.385)  0.032
N (-1.075, 0.436, 3.592)  -0.140
N (-1.621, 0.962, 2.516)  -0.224
C (-1.152, 0.905, 1.274)  0.074
C (-0.313, -1.029, -3.668)  0.714
C (-1.370, -0.511, -4.600)  -0.747
O (-0.039, -2.186, -3.663)  -0.515
H (1.011, 0.725, -5.339)  0.209
H (1.723, 2.222, -4.732)  0.226
H (2.413, 0.677, -4.242)  0.220
H (-0.328, 1.719, -3.503)  0.170
H (1.103, 1.794, -2.504)  0.197
H (-1.165, 0.589, -1.486)  0.164
H (-0.743, -1.146, -1.301)  0.236
H (1.118, 1.119, -0.539)  0.236
H (1.445, -0.585, -0.354)  0.251
H (1.574, -0.893, 2.030)  0.256
H (0.505, -0.667, 4.251)  0.244
H (-2.487, 1.465, 2.676)  0.439
H (-1.715, 1.390, 0.498)  0.268
H (-1.665, 0.517, -4.417)  0.212
H (-1.031, -0.606, -5.625)  0.258
H (-2.256, -1.129, -4.507)  0.255
C (-0.293, 4.383, 1.283)  -0.414
C (-0.500, 4.131, -0.012)  0.375
C (0.454, 4.582, -1.082)  0.452
O (0.181, 4.252, -2.222)  -0.542
C (1.624, 5.338, -0.693)  -0.382
C (1.839, 5.606, 0.606)  0.327
C (0.896, 5.132, 1.682)  0.475
O (1.168, 5.390, 2.835)  -0.507
O (2.882, 6.290, 1.038)  -0.604
O (-1.554, 3.450, -0.478)  -0.683
H (-0.974, 4.068, 2.061)  0.229
H (2.297, 5.666, -1.473)  0.257
H (2.807, 6.347, 2.010)  0.513
H (-1.452, 3.456, -1.453)  0.517
C (-1.200, -5.621, 3.774)  -0.366
C (-1.334, -4.459, 3.128)  0.303
C (-0.628, -4.179, 1.831)  0.484
O (-0.813, -3.084, 1.312)  -0.608
C (0.231, -5.196, 1.274)  -0.412
C (0.371, -6.369, 1.915)  0.356
C (-0.349, -6.659, 3.209)  0.470
O (-0.177, -7.747, 3.715)  -0.501
O (1.136, -7.346, 1.472)  -0.605
O (-2.096, -3.459, 3.570)  -0.630
H (-1.705, -5.832, 4.706)  0.254
H (0.740, -4.979, 0.345)  0.251
H (1.056, -8.080, 2.113)  0.514
H (-2.035, -2.764, 2.891)  0.494

Computed properties:
- charge = +1
- total energy (eV) = -46092.848
- E_HOMO (eV) = -11.96
- molecular weight (g/mol) = 474.446
- maximum force (Eh/bohr) = 0.022
- LUMO (eV) = -4.76

---

Entry 3:
ORCA calculation (the ωB97M-V functional and the def2-TZVPD basis) on a single C22H24N4O5 molecule in a non-equilibrium geometry.

Last column: natural (NBO) charge in e.
Cartesian coordinates (Å):
C (-1.240, -0.556, 2.309)  -0.279
O (-0.439, -1.053, 1.253)  -0.551
C (-0.198, -2.436, 1.293)  -0.069
C (-1.439, -3.300, 0.998)  -0.262
N (-2.092, -2.864, -0.211)  -0.595
C (-3.241, -2.150, -0.180)  0.680
O (-3.925, -2.022, 0.812)  -0.618
C (-3.560, -1.545, -1.519)  -0.261
C (-3.501, -2.438, -2.604)  0.255
N (-3.433, -3.193, -3.467)  -0.302
C (-3.761, -0.226, -1.732)  -0.077
C (-3.792, 0.806, -0.742)  0.187
C (-4.182, 0.858, 0.578)  -0.228
C (-3.939, 2.173, 1.012)  -0.287
C (-3.421, 2.846, -0.061)  0.296
C (-2.749, 4.177, -0.171)  -0.264
N (-1.346, 3.951, -0.479)  -0.584
C (-0.601, 3.069, 0.202)  0.594
O (-0.914, 2.532, 1.251)  -0.634
C (0.724, 2.759, -0.502)  0.579
O (1.094, 3.412, -1.464)  -0.616
N (1.318, 1.698, 0.067)  -0.590
C (2.500, 1.041, -0.280)  0.220
C (3.363, 1.512, -1.261)  -0.270
C (4.517, 0.803, -1.539)  -0.176
C (4.837, -0.369, -0.867)  -0.038
C (6.096, -1.111, -1.193)  -0.627
C (3.964, -0.843, 0.119)  0.011
C (4.268, -2.107, 0.864)  -0.633
C (2.810, -0.133, 0.401)  -0.261
O (-3.358, 2.036, -1.133)  -0.401
H (-2.260, -0.946, 2.266)  0.186
H (-1.269, 0.525, 2.185)  0.226
H (-0.797, -0.807, 3.280)  0.161
H (0.212, -2.733, 2.270)  0.171
H (0.559, -2.610, 0.521)  0.186
H (-1.130, -4.345, 0.903)  0.206
H (-2.173, -3.216, 1.802)  0.235
H (-1.542, -2.873, -1.057)  0.403
H (-3.825, 0.125, -2.756)  0.235
H (-4.588, 0.049, 1.147)  0.265
H (-4.105, 2.569, 1.992)  0.235
H (-3.182, 4.784, -0.968)  0.228
H (-2.843, 4.700, 0.785)  0.226
H (-0.952, 4.273, -1.354)  0.433
H (0.788, 1.286, 0.832)  0.436
H (3.130, 2.418, -1.795)  0.248
H (5.187, 1.173, -2.301)  0.208
H (6.651, -0.601, -1.976)  0.218
H (5.870, -2.122, -1.532)  0.215
H (6.733, -1.192, -0.313)  0.215
H (3.486, -2.325, 1.588)  0.214
H (5.216, -2.021, 1.394)  0.219
H (4.350, -2.948, 0.177)  0.217
H (2.126, -0.491, 1.157)  0.213

Computed properties:
- total energy (eV) = -39401.629
- E_HOMO (eV) = -8.36
- molecular weight (g/mol) = 424.457
- maximum force (Eh/bohr) = 0.023
- energy above the lowest of the compared OMol25 structures with the same formula, charge and spin (kJ/mol) = 102.2
- LUMO (eV) = -0.34

---

Entry 4:
ORCA calculation (the ωB97M-V functional and the def2-TZVPD basis) on a single C22H24N4O8S molecule in a non-equilibrium geometry.

Last column: natural (NBO) charge in e.
Cartesian coordinates (Å):
O (-4.055, -2.987, 1.206)  -0.594
C (-3.796, -1.902, 0.743)  0.662
C (-4.892, -0.933, 0.276)  -0.178
O (-4.591, 0.382, 0.736)  -0.513
C (-4.675, 1.392, -0.135)  0.816
O (-5.121, 1.319, -1.244)  -0.578
C (-4.277, 2.702, 0.560)  -0.312
N (-2.885, 3.039, 0.333)  -0.577
C (-2.021, 2.232, -0.299)  0.687
O (-2.346, 1.134, -0.730)  -0.662
C (-0.631, 2.748, -0.444)  -0.164
C (0.041, 2.525, -1.644)  -0.142
C (1.350, 2.942, -1.805)  -0.215
C (2.017, 3.551, -0.758)  -0.138
C (1.349, 3.746, 0.442)  0.027
N (2.046, 4.346, 1.556)  0.530
O (3.206, 4.650, 1.396)  -0.364
O (1.416, 4.530, 2.574)  -0.378
C (0.028, 3.363, 0.610)  -0.116
N (-2.560, -1.378, 0.562)  -0.641
C (-1.339, -1.840, 1.038)  0.241
C (-1.182, -3.044, 1.726)  -0.241
C (0.061, -3.402, 2.221)  -0.191
C (1.164, -2.583, 2.034)  -0.220
C (1.002, -1.405, 1.330)  -0.321
S (2.404, -0.324, 1.037)  2.342
O (3.363, -0.526, 2.080)  -0.935
O (1.890, 1.002, 0.816)  -0.972
N (3.123, -0.791, -0.379)  -0.679
C (3.957, -1.969, -0.366)  -0.229
C (3.204, -3.225, -0.810)  -0.420
C (2.554, -2.983, -2.171)  -0.398
C (1.626, -1.774, -2.087)  -0.420
C (2.413, -0.551, -1.611)  -0.234
C (-0.224, -1.025, 0.833)  -0.260
H (-4.962, -0.930, -0.818)  0.234
H (-5.849, -1.250, 0.701)  0.219
H (-4.459, 2.588, 1.634)  0.222
H (-4.910, 3.498, 0.156)  0.227
H (-2.576, 3.942, 0.661)  0.413
H (-0.480, 2.017, -2.443)  0.235
H (1.858, 2.774, -2.742)  0.226
H (3.047, 3.858, -0.842)  0.252
H (-0.438, 3.506, 1.574)  0.243
H (-2.509, -0.476, 0.089)  0.443
H (-2.039, -3.678, 1.881)  0.257
H (0.166, -4.329, 2.764)  0.222
H (2.134, -2.828, 2.437)  0.238
H (4.341, -2.066, 0.649)  0.239
H (4.801, -1.790, -1.043)  0.196
H (3.901, -4.062, -0.863)  0.215
H (2.430, -3.469, -0.079)  0.208
H (1.993, -3.866, -2.482)  0.214
H (3.331, -2.795, -2.916)  0.193
H (1.187, -1.561, -3.063)  0.213
H (0.815, -1.986, -1.388)  0.209
H (1.758, 0.302, -1.429)  0.236
H (3.150, -0.271, -2.374)  0.195
H (-0.309, -0.087, 0.308)  0.241

Computed properties:
- total energy (eV) = -56377.776
- E_HOMO (eV) = -8.83
- molecular weight (g/mol) = 504.521
- maximum force (Eh/bohr) = 0.024
- LUMO (eV) = -0.67